Record 1
83
Properties=species:S:1:pos:R:3:forces:R:3 method="wB97M-V/def2-TZVPD" mol_weight_g_mol=736.39 e_homo_ev=-8.1 e_above_lowest_kcal_mol=12.4 e_tot_ev=-89415.1932 fmax_ev_per_a=0.7 gap_ev=8.471
Cd -0.201367 -0.452193 0.530054 0.1 0.1 0.0
C -2.223996 0.665200 4.411599 0.0 -0.1 0.0
C -2.493554 0.037380 3.072620 0.0 0.0 0.1
C -2.413487 -1.338736 2.900810 -0.1 0.0 0.0
C -2.744968 -1.933920 1.686464 -0.1 -0.1 0.1
C -2.685626 -3.427274 1.518179 0.0 0.1 0.0
C -3.174554 -1.127216 0.635634 0.0 0.0 0.1
C -3.247793 0.258515 0.772698 0.0 0.1 0.0
C -3.733841 1.114194 -0.365173 0.1 0.0 0.0
C -2.892509 0.825971 1.994883 0.1 0.0 0.0
H -3.139165 0.675718 5.008129 0.0 0.0 0.0
H -1.888120 1.696151 4.296247 0.0 0.0 0.0
H -1.468628 0.106433 4.962126 -0.1 0.0 -0.1
H -2.094845 -1.961812 3.729395 0.1 0.0 0.0
H -3.655268 -3.873031 1.751805 0.0 0.0 0.0
H -1.938838 -3.866255 2.178961 0.0 0.0 0.0
H -2.436069 -3.685749 0.489073 0.0 0.0 0.0
H -3.460293 -1.589293 -0.302148 0.1 0.0 0.0
H -4.734879 0.811321 -0.676184 0.0 0.0 0.0
H -3.070831 1.012346 -1.225175 0.0 0.0 0.0
H -3.763698 2.165089 -0.079500 0.0 0.0 0.0
H -2.969012 1.900606 2.126109 0.0 0.0 0.0
C 0.733583 5.089935 1.149217 0.3 -0.1 -0.3
C 1.372508 4.177989 2.191435 -0.3 -0.2 -0.2
S 1.195445 2.411575 1.762591 0.1 -0.1 0.4
C 2.912031 1.862728 1.530737 -0.2 0.2 0.1
C 3.517329 2.273462 0.200342 -0.1 -0.3 -0.3
S 2.618076 1.470461 -1.168402 0.0 0.2 0.0
C 1.885313 2.862097 -2.094202 0.0 -0.2 0.3
C 0.840989 3.699565 -1.362973 0.1 0.2 0.0
S 1.593951 5.111472 -0.457141 -0.2 -0.1 0.1
H 0.759250 6.123694 1.496952 -0.1 0.0 0.0
H -0.303762 4.805323 0.973237 0.0 0.1 0.1
H 0.873077 4.318911 3.153207 0.1 0.0 0.0
H 2.433585 4.390181 2.315587 0.0 0.0 0.0
H 2.851063 0.774130 1.595915 0.1 0.0 0.1
H 3.501956 2.227536 2.374073 0.0 -0.1 0.0
H 4.557841 1.949499 0.141297 0.0 0.0 0.1
H 3.464691 3.347502 0.054542 0.1 0.1 0.0
H 1.406110 2.354041 -2.931406 0.0 0.0 -0.1
H 2.698934 3.482513 -2.471368 -0.1 0.0 -0.1
H 0.287402 3.086908 -0.659337 -0.1 0.0 -0.1
H 0.148010 4.132349 -2.085278 0.0 -0.1 0.0
S 2.233966 -3.918443 2.625740 -0.3 0.2 -0.1
C 1.447360 -4.378078 1.183539 0.2 -0.2 0.1
C 0.768725 -3.341628 0.628484 0.0 0.1 -0.3
C 0.857375 -2.119230 1.364434 0.1 0.2 0.6
C 1.601499 -2.291005 2.505733 0.0 -0.5 -0.4
C 1.854448 -1.398792 3.638540 0.1 0.1 0.3
C 2.985359 -1.573762 4.449431 0.0 0.0 -0.1
C 3.161080 -0.765299 5.552507 0.0 0.0 0.0
C 2.196700 0.189167 5.842378 0.0 0.0 0.0
C 1.113327 0.291240 4.988425 0.1 0.1 -0.1
N 0.937930 -0.466486 3.909347 -0.1 0.0 -0.1
H 1.540053 -5.393562 0.830191 0.0 0.0 -0.1
H 0.211916 -3.430229 -0.295042 0.0 0.0 0.0
H 3.707336 -2.338792 4.197543 0.1 0.1 0.0
H 4.035593 -0.878591 6.180575 0.0 0.0 0.0
H 2.278530 0.835762 6.705393 0.0 0.0 0.0
H 0.338364 1.023335 5.179237 0.1 0.1 0.0
C -0.339217 -2.290291 -7.585591 0.0 0.0 0.0
C -0.373520 -1.742106 -6.184914 0.0 0.0 0.0
C -1.469910 -1.032584 -5.718760 0.0 0.0 0.0
C -1.541670 -0.585195 -4.403255 0.0 0.1 0.0
C -2.748885 0.179877 -3.927978 0.1 -0.1 0.0
C -0.488448 -0.860855 -3.537370 0.0 0.1 0.0
C 0.653644 -1.526865 -3.996049 0.0 0.0 0.0
C 1.834810 -1.746036 -3.089028 -0.1 0.0 0.0
C 0.690946 -1.954790 -5.315167 0.0 0.0 0.0
C -0.611573 -0.572881 -2.061439 -0.3 -0.4 -0.5
O -0.422873 0.579611 -1.580168 0.1 0.0 0.4
O -0.899452 -1.566208 -1.343588 0.0 0.1 -0.2
H -1.186650 -1.934221 -8.169860 0.0 0.0 0.0
H -0.377897 -3.381312 -7.562488 0.0 0.0 0.0
H 0.579743 -2.007425 -8.101083 0.0 0.0 0.0
H -2.298850 -0.827713 -6.388130 0.0 0.0 0.0
H -3.334301 0.538096 -4.773607 0.0 0.0 0.0
H -2.445511 1.036566 -3.325704 0.0 0.0 0.0
H -3.392758 -0.455463 -3.313869 0.0 0.0 0.0
H 2.332568 -0.796647 -2.883103 0.1 0.0 0.0
H 2.557574 -2.419672 -3.546890 0.0 0.0 0.0
H 1.525987 -2.165467 -2.129657 0.0 0.0 0.0
H 1.570641 -2.479338 -5.674388 0.0 0.0 0.0


Record 2
16
Properties=species:S:1:pos:R:3:forces:R:3 method="wB97M-V/def2-TZVPD" mol_weight_g_mol=138.13 e_homo_ev=-9.1 e_above_lowest_kcal_mol=104.0 e_tot_ev=-13390.1188 fmax_ev_per_a=4.2 gap_ev=8.430
C 2.333661 0.481152 0.293459 1.2 -0.2 0.9
C -0.475537 -1.628903 -0.455164 1.2 0.6 1.6
C 0.758091 -1.427927 0.040003 -2.0 3.6 -0.5
C -1.613053 -0.760119 -0.151081 2.2 -0.7 -0.8
C 1.015897 -0.007534 0.626766 -2.4 0.7 -1.9
C -0.072215 1.036195 -0.310251 3.1 -2.5 -0.3
N 3.438579 0.748779 0.081575 -1.0 0.0 -0.1
N -1.389830 0.497770 -0.020824 -1.4 -0.4 0.8
O -2.202238 1.355126 0.427140 -0.9 0.6 0.1
O -0.052523 2.343427 -0.093624 -1.8 0.9 1.1
H -0.584781 -2.597954 -0.811228 -1.0 -1.5 -1.1
H 1.539365 -2.008577 -0.295434 1.7 -1.5 0.0
H -2.508530 -1.256726 0.018736 -1.9 0.1 0.4
H 0.650222 0.007918 1.667839 0.8 0.4 -0.2
H 0.194630 0.671338 -1.352950 -0.2 0.8 0.9
H -1.031745 2.546033 0.335036 2.2 -0.9 -1.1


Record 3
13
Properties=species:S:1:pos:R:3:forces:R:3 method="wB97M-V/def2-TZVPD" mol_weight_g_mol=102.09 e_homo_ev="-6.2 / -6.2" e_above_lowest_kcal_mol=84.1 e_tot_ev=-10281.1500 fmax_ev_per_a=4.9 gap_ev="6.815 / 6.807"
C 0.387374 0.389273 -0.176707 -3.0 1.9 3.5
C 1.321145 -2.501027 1.482395 0.5 0.2 0.1
C -0.524252 -1.713375 -0.560500 1.8 1.4 -1.3
N 0.270064 1.674728 0.490587 -1.5 -2.0 -2.1
N -0.481331 -0.553475 0.129529 0.6 0.7 -0.9
O 1.859423 -1.466607 1.552974 -0.3 -0.5 -0.1
O 0.884775 -3.575228 1.523681 0.0 0.0 0.1
H 1.103415 0.213055 -0.869873 2.0 -0.4 -1.9
H -1.090205 -2.519912 -0.320491 -1.6 -1.8 0.9
H 0.123021 -1.687363 -1.448743 -0.6 -0.4 0.5
H -0.545278 1.561158 1.086823 0.6 0.8 0.4
H 1.122332 1.871489 0.927728 1.1 0.6 1.3
H -1.159668 -0.334426 0.873763 0.5 -0.4 -0.5


Record 4
79
Properties=species:S:1:pos:R:3:forces:R:3 method="wB97M-V/def2-TZVPD" mol_weight_g_mol=677.71 multiplicity=5 s2=6.0450 e_homo_ev="-19.1 / -19.7" e_above_lowest_kcal_mol=50.6 e_tot_ev=-70538.8870 fmax_ev_per_a=3.2 charge=+4 gap_ev="7.512 / 4.412"
Pt 0.243486 0.892615 -1.269034 1.1 -2.7 -0.7
P 1.580904 0.821006 0.582362 -0.6 0.2 -0.2
P -1.365463 2.337159 -1.771211 0.5 1.2 1.2
P 1.794360 -0.422132 -2.608187 1.2 0.8 -0.9
H -1.696099 -3.319305 -0.105057 0.4 -0.5 -0.1
C -0.647153 -3.608562 -0.274679 0.4 2.2 0.1
C 0.261481 -3.235485 0.652989 -0.3 1.8 -0.8
H -0.029675 -2.450416 1.403006 0.0 -1.6 0.0
C 1.081690 0.975466 2.264264 0.0 0.0 0.2
C 2.158853 2.491334 0.232017 0.3 -0.2 -0.1
C 3.007735 -0.188201 0.745000 0.6 -0.1 0.1
C -3.022941 2.035493 -2.240923 -0.6 -0.5 -0.5
C -1.295550 3.332385 -0.264027 -0.5 0.2 -0.2
C -0.153296 3.085876 -2.885568 -0.1 -0.4 -0.4
C 2.568902 -1.981815 -2.075416 -0.4 -0.2 0.2
C 3.213071 0.758866 -2.688133 -0.2 -0.1 0.0
C 1.230475 -0.592563 -4.334992 -0.3 -0.1 0.0
H -0.386005 -3.737079 -1.338247 0.0 -1.2 0.9
H 1.352351 -3.250909 0.521056 -0.5 -0.5 -0.1
H 1.124516 -0.005120 2.743718 -0.1 0.2 0.2
H 0.131758 1.483558 2.427725 0.5 -0.1 0.0
H 1.927841 1.603649 2.563896 -0.3 -0.1 0.9
H 1.367325 3.242949 0.233127 0.4 0.0 0.1
H 2.746069 2.514458 -0.684839 0.1 0.3 0.2
H 2.774290 2.575361 1.123706 0.6 1.0 -0.1
H 2.749476 -1.195719 1.071541 0.1 0.0 0.0
H 3.486346 0.358474 1.560444 0.6 -0.4 0.1
H 3.659749 -0.187781 -0.123335 0.0 -0.1 0.3
H -3.179979 2.397848 -3.250398 -0.1 0.1 -0.3
H -3.746148 2.495378 -1.575296 0.1 0.3 0.2
H -3.194366 0.952615 -2.226671 0.1 0.1 0.0
H -1.280069 4.363764 -0.645970 -0.1 0.1 0.6
H -0.418855 3.123659 0.366459 -0.5 0.2 -0.4
H -2.212587 3.116476 0.293560 0.1 0.4 0.0
H -0.605828 3.984154 -3.268123 0.0 0.7 -0.4
H 0.101437 2.421629 -3.709282 -0.2 0.1 -0.3
H 0.781318 3.315725 -2.360943 -0.3 0.2 0.1
H 3.180667 -2.361879 -2.907971 -0.2 0.2 0.1
H 1.825648 -2.731468 -1.784970 0.1 0.1 -0.2
H 3.231421 -1.808307 -1.222138 -0.2 0.0 -0.3
H 3.878343 0.447458 -3.504271 -0.1 0.1 0.1
H 3.779945 0.743957 -1.747906 -0.1 0.1 -0.5
H 2.864070 1.784452 -2.882706 0.1 -0.4 -0.1
H 1.972512 -1.157429 -4.913296 0.0 0.1 0.2
H 1.084393 0.378325 -4.824915 0.1 -0.1 0.3
H 0.277822 -1.135489 -4.383155 0.3 0.1 0.0
C -2.129323 -1.396431 -3.594980 -1.1 -0.3 2.2
C -3.067395 -0.759288 -4.494852 0.1 -0.3 -0.7
C -3.361710 -1.301490 -5.761846 0.3 1.2 2.1
C -2.795700 -2.542537 -6.120810 0.3 0.4 -0.2
C -1.715088 -3.063763 -5.345844 -0.1 0.0 0.9
C -1.487759 -2.602441 -4.041630 -0.5 0.0 -2.0
O -2.020319 -0.985387 -2.330184 0.6 -0.3 -2.7
H -0.406248 -0.238462 -2.133956 -1.0 -0.7 0.0
H -3.574969 0.121535 -4.075914 0.2 -0.4 -0.7
H -4.019568 -0.685830 -6.366802 -0.2 -0.7 -0.3
H -3.211583 -3.106158 -6.969483 0.5 0.4 0.3
H -1.109614 -3.864521 -5.786513 -0.5 0.0 0.5
H -0.912731 -3.194140 -3.364170 0.6 0.0 0.3
C -1.319844 -2.605088 5.089184 -0.1 0.1 -0.1
C -0.801704 -1.583245 4.075653 0.3 0.0 0.8
N -1.855984 -1.288143 3.069084 0.7 0.3 -1.8
C -1.931791 -0.116854 2.377071 0.2 0.8 3.1
S -2.056204 -0.107910 0.682775 -0.4 -0.5 -0.3
N -1.843919 1.046659 3.091213 -1.2 -1.3 -1.5
C -2.252335 1.199725 4.515781 -0.2 0.4 0.3
C -1.167526 1.877597 5.332460 0.4 0.3 0.3
H -2.226355 -2.205793 5.567881 0.3 -0.3 0.0
H -0.552607 -2.784509 5.859422 -0.3 0.0 -0.3
H -1.559461 -3.556012 4.589150 0.1 0.3 0.3
H -0.506452 -0.651761 4.573757 -0.2 -0.2 -0.2
H 0.100669 -1.969745 3.559942 -0.5 0.1 0.0
H -2.091621 -2.110667 2.512707 -0.2 0.1 0.1
H -2.045863 1.855320 2.506609 0.2 0.0 0.3
H -3.142246 1.848146 4.508578 0.2 -0.4 0.0
H -2.528502 0.225369 4.932184 0.0 0.2 -0.3
H -1.057138 2.937582 5.072020 -0.1 -0.2 0.0
H -1.422199 1.849500 6.397794 0.0 0.0 -0.2
H -0.184653 1.404114 5.224607 -0.2 0.0 0.0